Molecular formula: C7H23O8Tl
Method: DFT, wB97M-V/def2-TZVPD

* spin multiplicity: 2
* LUMO energy (alpha / beta): -4.3 / -8.3 eV
* <S²>: 0.76
* orbital gap (alpha / beta): 0.2963 / 0.1522 hartree
* E_HOMO (alpha / beta): -0.456 / -0.456 Eh
* total charge: +1

Each line ends with the Mulliken spin population.
Cartesian coordinates (Å):
Tl  -4.25  1.14  32.48  -0.0032
O  -4.06  -0.33  35.00  0.4740
H  -4.37  -1.15  35.44  -0.0167
C  -4.43  -3.79  38.41  0.0011
O  -5.62  -4.24  39.00  0.0004
H  -4.07  -4.59  37.76  0.0000
H  -4.53  -2.90  37.79  -0.0031
H  -3.65  -3.51  39.12  0.0006
H  -6.34  -3.72  38.65  -0.0003
C  -4.44  -0.12  38.07  0.0331
C  -4.60  1.41  37.82  0.0601
O  -4.68  1.62  36.43  0.2749
O  -3.20  -0.70  37.56  0.1333
H  -5.28  -0.61  37.57  0.0137
H  -4.47  -0.30  39.15  0.0096
H  -3.68  1.84  38.19  0.0318
H  -5.52  1.80  38.27  -0.0023
H  -4.41  0.79  36.04  -0.0339
H  -3.34  -0.62  36.61  0.0060
C  -7.65  -1.34  33.20  -0.0005
C  -6.97  -1.39  34.66  -0.0024
O  -7.98  -1.67  35.69  0.0005
O  -6.99  -0.34  32.38  0.0000
H  -8.62  -0.86  33.30  0.0001
H  -7.79  -2.32  32.75  0.0001
H  -6.47  -0.45  34.90  0.0023
H  -6.16  -2.12  34.61  0.0003
H  -8.72  -1.05  35.74  0.0001
H  -7.18  -0.46  31.45  0.0000
C  -1.42  -3.50  36.10  0.0013
C  -1.66  -3.11  34.56  0.0031
O  -1.58  -1.74  34.39  0.0238
O  -1.68  -4.87  36.25  0.0006
H  -2.00  -2.77  36.67  0.0007
H  -0.42  -3.25  36.44  0.0000
H  -2.65  -3.37  34.19  0.0005
H  -1.09  -3.75  33.88  0.0008
H  -2.42  -1.35  34.66  -0.0105
H  -1.61  -5.15  37.17  0.0001

=====

Molecular formula: C20H39O4S
Method: DFT, wB97M-V/def2-TZVPD

* LUMO energy: -3.4 eV
* orbital gap: 0.3190 hartree
* E_HOMO: -0.446 Eh
* total charge: +1

Each line ends with the Löwdin charge.
Cartesian coordinates (Å):
C  -1.76  -1.14  3.65  -0.0872
C  -2.03  0.19  2.95  -0.2462
C  -1.45  0.24  1.55  -0.2356
C  -2.20  -0.60  0.51  -0.1830
C  -1.65  -0.28  -0.88  -0.1996
C  -0.16  -0.57  -1.07  -0.1622
C  0.74  0.69  -0.95  -0.1785
C  1.84  0.53  0.09  -0.2097
C  2.88  1.63  0.06  -0.1891
C  2.24  2.97  0.43  -0.2229
C  2.16  3.10  1.96  -0.2165
C  0.85  3.66  2.51  -0.3799
S  0.14  4.90  1.39  1.1224
H  -0.80  -1.08  4.13  0.0581
H  -1.79  -1.98  2.97  0.0613
H  -2.54  -1.30  4.39  0.0723
H  -3.10  0.39  2.90  0.1024
H  -1.56  0.98  3.53  0.0882
H  -1.40  1.27  1.19  0.0946
H  -0.45  -0.17  1.60  0.0810
H  -3.25  -0.33  0.54  0.1149
H  -2.06  -1.64  0.77  0.1120
H  -1.89  0.76  -1.08  0.1057
H  -2.20  -0.85  -1.61  0.0853
H  0.19  -1.34  -0.38  0.1012
H  -0.04  -0.97  -2.07  0.0897
H  0.09  1.51  -0.68  0.0765
H  1.18  0.91  -1.92  0.1182
H  2.32  -0.42  -0.11  0.0994
H  1.42  0.46  1.09  0.0833
H  3.67  1.42  0.77  0.1152
H  3.33  1.72  -0.92  0.1182
H  2.88  3.75  0.03  0.1151
H  1.28  3.06  -0.06  0.0681
H  2.98  3.70  2.33  0.1221
H  2.24  2.10  2.38  0.1071
H  0.14  2.87  2.73  0.0882
H  1.03  4.17  3.44  0.0981
H  -0.89  4.24  0.83  0.0009
H  -0.54  5.75  2.18  -0.0023
O  1.83  -0.60  3.45  0.1008
C  1.94  -1.59  2.78  -0.4977
O  0.90  -2.41  2.50  0.0056
C  1.35  -3.54  1.73  -0.1330
C  2.65  -3.10  1.09  -0.1433
C  3.20  -2.12  2.12  -0.0669
H  1.48  -4.38  2.42  0.1315
H  0.58  -3.80  1.01  0.1277
H  3.32  -3.93  0.86  0.1215
H  2.44  -2.57  0.16  0.0985
H  3.80  -2.62  2.89  0.1364
H  3.77  -1.31  1.68  0.1165
O  -1.81  -2.59  -3.31  0.1170
C  -2.01  -1.82  -4.20  -0.4924
O  -1.12  -0.85  -4.54  0.0111
C  -1.68  -0.01  -5.57  -0.1513
C  -2.76  -0.85  -6.23  -0.1489
C  -3.25  -1.71  -5.07  -0.0680
H  -2.09  0.89  -5.09  0.1247
H  -0.89  0.28  -6.25  0.1249
H  -3.54  -0.25  -6.70  0.1175
H  -2.32  -1.48  -7.00  0.1205
H  -4.04  -1.23  -4.49  0.1327
H  -3.58  -2.70  -5.38  0.1281

=====

Molecular formula: C12H23O3PtS4
Method: DFT, wB97M-V/def2-TZVPD

* LUMO energy (alpha / beta): -10.5 / -10.5 eV
* orbital gap (alpha / beta): 0.2648 / 0.2648 hartree
* E_HOMO (alpha / beta): -0.651 / -0.651 Eh
* total charge: +3

Each line ends with the Löwdin charge.
Cartesian coordinates (Å):
Pt  0.32  -0.49  0.41  0.4525
C  1.14  -3.47  0.27  -0.4473
C  2.34  -2.80  -0.36  -0.4450
S  2.53  -1.02  0.02  0.8539
C  3.28  -0.95  1.71  -0.4349
C  2.59  0.08  2.59  -0.4272
S  0.86  -0.48  2.61  0.8819
C  -0.30  0.73  3.31  -0.4279
C  -1.68  0.20  2.92  -0.4341
S  -1.85  -0.04  1.09  0.8282
C  -2.59  -1.71  0.91  -0.4559
C  -1.59  -2.85  1.00  -0.4602
S  -0.40  -2.72  -0.39  0.8940
H  1.13  -3.39  1.36  0.0818
H  1.14  -4.53  0.01  0.1103
H  2.27  -2.82  -1.45  0.0888
H  3.28  -3.30  -0.10  0.1149
H  4.33  -0.68  1.57  0.1083
H  3.25  -1.95  2.14  0.1011
H  2.64  1.08  2.18  0.1002
H  2.99  0.07  3.60  0.1172
H  -0.10  1.71  2.90  0.1008
H  -0.19  0.75  4.40  0.1169
H  -2.44  0.93  3.21  0.1059
H  -1.91  -0.75  3.40  0.1018
H  -3.05  -1.68  -0.08  0.0934
H  -3.39  -1.80  1.63  0.1128
H  -2.13  -3.80  0.90  0.1104
H  -1.04  -2.86  1.94  0.0798
C  -0.46  4.49  -3.46  0.0601
C  -1.00  3.34  -2.74  -0.2795
C  -2.23  2.66  -3.14  0.0505
O  -0.49  2.96  -1.62  0.1982
C  0.44  -0.18  -3.62  -0.3783
O  0.07  0.40  -4.55  0.2552
O  0.79  -0.71  -2.65  0.1084
H  -1.09  5.35  -3.15  0.1545
H  -0.59  4.39  -4.53  0.1303
H  0.57  4.72  -3.20  0.1206
H  -3.04  3.28  -2.73  0.1502
H  -2.32  1.67  -2.71  0.1075
H  -2.36  2.65  -4.22  0.1268
H  0.27  3.52  -1.37  0.1731

=====

Molecular formula: C4H29N3O10
Method: DFT, wB97M-V/def2-TZVPD

* spin multiplicity: 2
* LUMO energy (alpha / beta): -3.0 / -7.9 eV
* <S²>: 0.76
* orbital gap (alpha / beta): 0.3594 / 0.1796 hartree
* energy above the lowest of the compared OMol25 structures with the same formula, charge and spin: 252.1 kJ/mol
* E_HOMO (alpha / beta): -0.470 / -0.468 Eh
* total charge: +1

Each line ends with the Mulliken spin population.
Cartesian coordinates (Å):
O  0.97  1.11  2.72  0.1314
C  0.35  0.09  2.53  0.0772
N  0.99  -1.15  2.39  0.0197
C  0.40  -2.43  2.96  -0.0022
N  -0.17  -3.40  2.04  0.0023
C  -1.22  0.24  2.62  0.0179
N  -1.97  0.74  1.46  0.6561
C  -1.55  2.09  0.91  0.0255
H  2.16  -1.10  2.16  0.0092
H  -0.45  -2.22  3.63  -0.0001
H  1.03  -3.12  3.71  0.0007
H  0.56  -3.97  1.45  -0.0002
H  -0.73  -2.85  1.31  0.0002
H  -1.22  0.98  3.45  0.0126
H  -1.65  -0.73  2.85  0.0120
H  -2.06  0.15  0.76  -0.0273
H  -1.17  2.75  1.72  -0.0020
H  -0.77  1.86  0.26  0.0388
H  -2.52  2.26  0.44  0.0204
H  4.26  1.25  -1.20  0.0000
H  3.35  2.36  -0.51  -0.0001
O  3.47  1.81  -1.28  0.0000
H  -0.93  -2.50  -1.36  0.0003
H  -1.96  -1.40  -0.80  0.0005
O  -1.21  -2.02  -0.62  -0.0005
H  -2.59  -0.69  -2.53  0.0001
H  -3.59  -0.49  -1.42  -0.0003
O  -2.73  -0.40  -1.59  0.0004
H  -0.68  -2.49  -2.45  0.0000
H  -0.78  -1.16  -3.38  0.0000
O  -1.02  -2.15  -3.42  0.0000
H  1.45  2.88  0.37  0.0002
H  1.48  2.87  -1.08  -0.0002
O  1.00  3.24  -0.47  0.0063
H  -2.41  1.19  -3.42  0.0000
H  -1.99  0.69  -4.69  0.0000
O  -2.07  0.38  -3.81  0.0000
H  0.77  -1.17  -0.92  -0.0001
H  0.18  0.08  -0.66  -0.0001
O  0.97  -0.45  -0.34  0.0007
H  2.93  2.06  2.60  -0.0003
H  2.06  3.25  2.30  -0.0006
O  2.94  2.88  2.28  0.0016
H  1.95  -0.24  -4.34  0.0000
H  2.24  -0.29  -2.93  0.0000
O  1.94  -0.81  -3.68  0.0000

=====

Molecular formula: C5H11NO
Method: DFT, wB97M-V/def2-TZVPD

* spin multiplicity: 2
* LUMO energy (alpha / beta): 3.7 / 3.6 eV
* <S²>: 0.75
* orbital gap (alpha / beta): 0.1130 / 0.2490 hartree
* energy above the lowest of the compared OMol25 structures with the same formula, charge and spin: 161.5 kJ/mol
* E_HOMO (alpha / beta): 0.022 / -0.116 Eh
* total charge: -1

Each line ends with the Mulliken spin population.
Cartesian coordinates (Å):
C  -2.31  0.26  -0.16  0.0474
O  -2.85  -1.03  -0.54  0.0058
C  -1.02  0.16  0.64  0.0655
C  0.06  -0.82  0.17  -0.1278
C  1.07  -0.08  -0.71  0.1433
C  3.07  0.92  0.09  0.5357
N  1.73  0.99  0.00  0.1924
H  -2.24  0.82  -1.10  -0.0118
H  -3.04  0.84  0.42  0.0032
H  -2.46  -1.58  0.13  -0.0246
H  -0.57  1.13  0.81  0.0625
H  -1.36  -0.19  1.63  -0.0171
H  0.63  -1.16  1.04  0.0758
H  -0.36  -1.69  -0.33  -0.1123
H  1.88  -0.77  -1.04  0.0199
H  0.64  0.34  -1.63  0.0651
H  3.49  1.84  0.50  -0.0094
H  3.67  0.01  0.09  0.0864

=====

Molecular formula: C16H22F3NO6SSb
Method: DFT, wB97M-V/def2-TZVPD

* LUMO energy: 2.0 eV
* orbital gap: 0.2739 hartree
* E_HOMO: -0.200 Eh
* total charge: -1

Each line ends with the Löwdin charge.
Cartesian coordinates (Å):
C  -2.35  2.75  2.22  -0.1305
N  -2.20  3.26  0.81  -0.1732
C  -3.43  4.11  0.57  -0.1033
C  -2.14  2.17  -0.17  -0.4434
O  -2.78  2.32  -1.25  -0.0213
C  -1.38  0.79  0.05  -0.2487
Sb  0.54  0.63  -1.12  1.1049
C  1.62  1.02  0.76  -0.3762
C  1.43  2.58  1.19  -0.1760
C  2.20  2.88  2.59  -0.4051
O  2.84  3.95  2.71  0.0432
O  2.04  1.89  3.61  0.0094
C  0.43  -1.55  -0.81  -0.2843
C  1.78  -2.24  -0.32  -0.3584
O  2.92  -1.70  -0.28  -0.0038
C  1.67  -3.80  0.12  -0.0891
C  0.46  -4.61  -0.47  -0.0125
C  0.29  -6.14  -0.13  -0.0663
C  1.36  -6.80  0.80  -0.0910
C  2.53  -5.98  1.40  -0.0855
C  2.68  -4.48  1.06  -0.0204
S  -0.74  0.36  -3.28  0.6062
O  -0.12  -0.72  -4.16  -0.4599
O  -2.18  -0.10  -3.02  -0.4371
C  -0.72  1.93  -4.32  -0.4886
F  -1.64  1.88  -5.42  0.0281
F  0.58  2.13  -4.90  0.0154
F  -1.01  3.11  -3.61  0.0291
H  -2.34  3.67  2.92  0.0913
H  -3.35  2.19  2.35  0.1049
H  -1.47  2.09  2.54  0.0663
H  -3.59  4.75  1.50  0.0830
H  -3.21  4.75  -0.35  0.1009
H  -4.33  3.42  0.46  0.1003
H  -2.05  -0.08  -0.32  0.0752
H  -1.09  0.57  1.14  0.0499
H  0.55  2.36  -1.46  -0.0313
H  2.02  0.47  -2.04  -0.0243
H  1.36  0.32  1.63  0.0612
H  2.75  0.91  0.55  0.0695
H  1.80  3.28  0.36  0.1136
H  0.32  2.76  1.43  0.0803
H  1.06  1.81  3.75  0.1122
H  0.18  -2.03  -1.84  0.0745
H  -0.44  -1.83  -0.11  0.0761
H  -0.34  -4.14  -1.15  0.0930
H  -0.58  -6.71  -0.59  0.0795
H  1.23  -7.92  1.02  0.0795
H  3.32  -6.46  2.08  0.0831
H  3.53  -3.85  1.49  0.0995

=====

no.,E (eV)
1,-28692.7012
2,-40391.0194
3,-65521.8267
4,-29550.8636
5,-8898.4884
6,-56240.5206